Record 1
C39H38AsFeN7O2 | wB97M-V/def2-TZVPD

Values from the calculation:
energy relative to the best compared isomer or geometry (same formula, charge and spin): 1.546 eV
HOMO energy (spin up / spin down): -6.925 / -7.583 eV
Kohn-Sham gap (spin up / spin down): 5.7 / 4.9 eV
E_tot: -5542.0521 Ha
multiplicity: 5

Last column: Mulliken charge in e.
Cartesian coordinates (Å):
Fe  -0.05262  1.76175  0.14947  -0.57
C  3.40674  1.64448  -4.42400  -0.47
C  3.11686  0.36606  -4.03657  -0.62
C  2.62463  0.10886  -2.77179  0.16
C  2.43271  1.11035  -1.80194  -0.76
C  2.65703  2.43425  -2.25697  0.07
C  3.12048  2.72758  -3.58551  -0.81
N  1.86191  0.84301  -0.56312  0.61
C  2.61241  0.39770  0.47164  0.62
C  3.89035  -0.21711  0.40328  -0.70
C  4.49629  -0.64706  1.56827  -0.58
C  3.88727  -0.51645  2.82227  -0.71
C  2.61671  0.01822  2.91774  -0.60
C  1.90753  0.43065  1.76750  0.21
N  0.59939  0.82755  1.79470  1.38
N  -0.06110  0.71195  2.91072  -1.24
C  -1.38585  1.04950  2.61846  0.27
C  -2.30419  1.09074  3.72251  -0.76
C  -3.59716  1.31104  3.37108  -0.20
C  -3.96840  1.48257  1.98549  -0.84
C  -2.98264  1.67616  1.08602  -0.10
N  -1.68914  1.39413  1.35748  0.41
H  3.78046  1.84023  -5.39141  0.42
H  3.14482  -0.49130  -4.71284  0.37
H  2.31350  -0.90059  -2.54535  0.47
H  2.59255  3.20489  -1.51231  0.20
H  3.17958  3.76854  -3.86144  0.45
H  4.34011  -0.31799  -0.59711  0.44
H  5.50828  -1.01164  1.45072  0.39
H  4.46736  -0.80198  3.68037  0.42
H  2.16051  0.20547  3.90180  0.43
H  -1.86158  0.84681  4.68001  0.46
H  -4.32082  1.37323  4.18759  0.39
H  -5.03425  1.51432  1.72316  0.39
H  -3.23674  2.09736  0.10068  0.27
O  -2.91019  7.92671  -1.22330  -0.71
C  -2.98692  6.92913  -1.96509  0.38
O  -3.81139  6.69538  -2.86288  -0.71
C  -2.05435  5.79247  -1.65593  -0.65
C  -2.19534  4.46668  -2.07328  -1.08
C  -1.35050  3.42209  -1.71367  1.40
N  -0.47852  3.56869  -0.66711  1.11
C  -0.20127  4.84848  -0.27768  0.75
C  -0.89358  5.90336  -0.86124  -0.72
C  0.79281  5.13491  0.77858  0.02
C  0.51471  6.26228  1.64335  -1.07
C  1.30981  6.51898  2.71284  -0.41
C  2.42236  5.70876  2.90177  -0.64
C  2.70880  4.71196  2.03368  -0.30
N  1.86827  4.33448  1.00151  -0.09
C  -1.54431  2.14154  -2.30416  0.11
C  -2.21479  1.88109  -3.51370  -0.71
C  -2.27220  0.57710  -4.01456  -0.63
C  -1.79155  -0.46675  -3.24870  -0.79
C  -1.28652  -0.19840  -1.98302  -0.80
N  -1.11939  1.07365  -1.53085  0.63
H  -2.98797  4.15564  -2.75386  0.51
H  -0.50006  6.90256  -0.64344  0.76
H  -0.46188  6.71413  1.52770  0.49
H  1.06073  7.40631  3.30791  0.40
H  3.05347  5.81891  3.77797  0.36
H  3.57472  4.06051  2.16855  0.44
H  -2.64378  2.67119  -4.08412  0.54
H  -2.87172  0.33599  -4.92462  0.35
H  -1.82574  -1.46909  -3.54808  0.53
H  -0.79256  -0.96662  -1.42369  0.62
C  -3.02845  -7.03810  -1.12699  -1.15
C  -2.37404  -7.16132  0.22022  -0.66
As  -0.67945  -6.14044  0.45109  0.21
C  0.60770  -7.67653  0.25862  -0.61
C  1.30353  -7.37637  -1.03147  -1.13
C  -0.38809  -5.89330  2.46361  -0.73
C  -1.04242  -6.84654  3.42027  -0.93
H  -3.94398  -7.59278  -1.24386  0.36
H  -2.35897  -7.28797  -1.96461  0.28
H  -3.27608  -6.00025  -1.28293  0.32
H  -2.12386  -8.15806  0.51541  0.46
H  -3.03789  -6.77370  1.03803  0.30
H  0.02353  -8.56770  0.10315  0.27
H  1.23176  -7.75386  1.15021  0.48
H  0.61268  -7.60938  -1.87828  0.25
H  2.21875  -7.93910  -1.25352  0.35
H  1.63323  -6.34256  -1.16695  0.34
H  -0.69820  -4.87533  2.59763  0.44
H  0.75920  -5.90852  2.49122  0.33
H  -2.13033  -7.01469  3.15201  0.20
H  -1.04323  -6.42417  4.40846  0.38
H  -0.59952  -7.81470  3.48722  0.27


Record 2
C25H18BrFN2O3 | wB97M-V/def2-TZVPD

Values from the calculation:
SMILES string: O=C1C=C(N[C@H](Cc2ccccc2)C(=O)Nc2ccc(Br)c(F)c2)C(=O)c2ccccc21
HOMO energy: -8.683 eV
Kohn-Sham gap: 7.2 eV
E_tot: -3972.5909 Ha

Last column: Mulliken charge in e.
Cartesian coordinates (Å):
O  3.62106  -1.59705  4.23012  -0.62
C  2.96709  -1.60893  3.22159  -0.19
C  2.14053  -0.44801  2.95251  -0.81
C  1.41379  -0.31567  1.78058  0.34
N  0.69708  0.84935  1.65437  -0.06
C  0.12908  1.41653  0.40130  0.42
C  0.53645  2.87266  0.38193  -1.23
C  0.53025  3.44744  -1.00845  0.15
C  -0.65840  3.81255  -1.62291  -0.20
C  -0.65016  4.38847  -2.90302  -0.66
C  0.54080  4.58752  -3.58393  -0.46
C  1.71763  4.22178  -2.95921  -0.46
C  1.74179  3.64210  -1.70917  -0.54
C  -1.38394  1.16410  0.26748  -0.03
O  -2.16719  1.96859  0.83021  -0.67
N  -1.84634  0.03212  -0.41368  0.04
C  -3.16327  -0.51117  -0.50976  0.16
C  -4.35689  0.16667  -0.13479  -0.05
C  -5.61664  -0.45802  -0.14129  -0.74
C  -5.69282  -1.80490  -0.51165  0.14
Br  -7.41781  -2.62795  -0.45378  -0.18
C  -4.56462  -2.51986  -0.95250  0.10
F  -4.65268  -3.81272  -1.31120  -0.28
C  -3.33439  -1.83624  -0.96563  -0.32
C  1.48210  -1.42226  0.75947  1.46
O  0.74183  -1.47029  -0.20818  -0.79
C  2.35107  -2.59842  0.97970  0.33
C  2.50138  -3.61480  0.02119  -0.60
C  3.37102  -4.68440  0.26359  -0.47
C  4.07407  -4.75969  1.44325  -0.52
C  3.90639  -3.78235  2.40854  -0.53
C  3.08015  -2.66056  2.19159  0.12
H  2.10857  0.31230  3.73619  0.37
H  0.71215  1.48278  2.45336  0.31
H  0.65149  0.96891  -0.44110  0.68
H  1.56383  2.95413  0.81424  0.52
H  -0.16662  3.43785  0.98571  0.34
H  -1.61578  3.59679  -1.13125  0.40
H  -1.55510  4.62495  -3.41322  0.41
H  0.62915  5.04286  -4.57669  0.36
H  2.61941  4.33869  -3.51901  0.37
H  2.68867  3.33220  -1.29738  0.36
H  -1.06682  -0.57820  -0.64336  0.21
H  -4.37027  1.18206  0.24009  0.41
H  -6.51518  0.07618  0.13113  0.41
H  -2.44848  -2.37066  -1.36723  0.37
H  1.90561  -3.54540  -0.87813  0.47
H  3.53873  -5.51713  -0.41286  0.37
H  4.78018  -5.57972  1.58186  0.39
H  4.50206  -3.79522  3.33932  0.41


Record 3
C20H26AsCoF3N3O5S2 | wB97M-V/def2-TZVPD

Values from the calculation:
energy relative to the best compared isomer or geometry (same formula, charge and spin): 0.000 eV
net charge: +1
HOMO energy (spin up / spin down): -8.468 / -11.867 eV
Kohn-Sham gap (spin up / spin down): 6.3 / 6.5 eV
E_tot: -6032.3486 Ha
multiplicity: 6

Last column: Mulliken charge in e.
Cartesian coordinates (Å):
Co  -0.02356  -0.05653  0.05757  0.96
C  4.56695  2.48089  -0.52577  -0.84
O  3.89193  1.21920  -0.67688  -0.32
C  2.58586  1.14662  -0.52119  0.59
O  2.02810  0.05206  -0.58582  -0.57
N  1.88282  2.27670  -0.30825  -0.25
N  0.50850  2.09999  -0.16583  -0.43
H  5.62388  2.25500  -0.58335  0.25
H  4.34175  2.92378  0.44329  0.37
H  4.30109  3.15659  -1.33904  0.34
H  2.27460  3.19881  -0.38500  0.25
H  -0.03964  2.41156  -0.97389  0.42
H  0.17355  2.55006  0.67763  0.27
N  0.60106  -1.88358  0.51247  -0.15
S  0.71950  -2.84855  -0.84243  0.22
C  -0.54644  -4.10162  -0.70264  0.42
C  -1.62893  -3.91171  0.13852  -0.24
C  -2.59664  -4.90358  0.20301  -0.53
C  -2.47303  -6.04962  -0.57101  -0.53
C  -1.38090  -6.21460  -1.41311  -0.66
C  -0.40108  -5.23562  -1.48474  -0.49
C  2.12700  -3.88449  -0.30951  0.22
C  3.28488  -3.73069  -1.05591  -0.35
C  4.41996  -4.45360  -0.70234  -0.69
C  4.38216  -5.30981  0.38665  -0.43
C  3.21374  -5.45600  1.13072  -0.72
C  2.07624  -4.74596  0.78416  -0.12
H  1.34392  -2.08030  1.18528  0.26
H  -1.71357  -3.00458  0.72083  0.40
H  -3.45193  -4.77707  0.85433  0.43
H  -3.23364  -6.81769  -0.52087  0.40
H  -1.28742  -7.10775  -2.01624  0.40
H  0.45837  -5.35957  -2.13324  0.45
H  3.30042  -3.05237  -1.90237  0.42
H  5.32914  -4.34534  -1.27917  0.41
H  5.26537  -5.87305  0.65904  0.41
H  3.18981  -6.13032  1.97735  0.42
H  1.15735  -4.87322  1.34609  0.45
F  -4.46311  1.28703  0.70869  -0.23
C  -3.88123  2.05642  -0.22459  0.87
F  -4.62170  1.99750  -1.32523  -0.26
F  -3.90439  3.32059  0.23915  -0.28
C  -2.41872  1.64713  -0.51471  0.15
O  -1.85026  2.27100  -1.40161  -0.76
O  -1.95452  0.75496  0.26517  0.04
S  -2.06256  -1.58146  -2.35084  -0.10
C  -0.84014  -1.16273  -1.50388  -0.01
C  -0.80528  -0.07986  4.78444  -1.18
As  -1.35880  0.45383  3.03510  0.90
C  -1.93014  2.26558  3.22776  -1.08
C  -2.80491  -0.69654  2.55554  -0.99
O  -0.00274  0.28967  2.05540  -0.68
H  -1.61188  0.03419  5.50672  0.40
H  0.04129  0.54007  5.07088  0.39
H  -0.48944  -1.12014  4.74201  0.35
H  -2.89264  2.28750  3.73899  0.38
H  -2.02739  2.74074  2.25887  0.24
H  -1.18385  2.77568  3.83394  0.39
H  -3.67847  -0.43097  3.15015  0.48
H  -2.50321  -1.71810  2.78196  0.36
H  -3.01946  -0.56588  1.49795  0.19